Arrangement w

C5H12N | the ωB97M-V functional and the def2-TZVPD basis

For the frontier orbital gap, the calculation gives 10.337 eV. The HOMO energy is -14.1048 eV. As for the LUMO energy: -3.77 eV. Its structure (SMILES) is CC[C@H]1C[C@@H]1[NH3+].

```
! RIJCOSX wB97M-V def2-TZVPD def2/J DEFGRID3
* xyz 1 1
C 1.01874 -1.23875 -1.79885
C 0.29359 -1.59898 -0.54575
C -0.42569 -0.46525 0.03713
C -0.55214 -0.16850 1.50983
C 0.14752 0.98975 0.81242
N -0.67767 2.21647 0.65885
H 0.60989 -1.12057 -2.87296
H 1.74828 -1.96963 -2.07312
H 1.58814 -0.28410 -1.65982
H 1.16937 -1.97481 0.05665
H -0.37199 -2.41601 -0.52679
H -1.44374 -0.23579 -0.39883
H -1.51459 0.09555 1.70947
H 0.11957 -0.73228 2.06842
H 1.14390 1.19106 0.75931
H -0.85891 2.76721 1.50004
H -1.68994 1.96801 0.58466
H -0.30432 2.97661 0.17933
*
```

=====

Arrangement x

C5H12N | the ωB97M-V functional and the def2-TZVPD basis

For the frontier orbital gap, the calculation gives 10.510 eV. The HOMO energy is -14.0107 eV. As for the LUMO energy: -3.50 eV. Its structure (SMILES) is C/C=C\CC[NH3+].

```
! RIJCOSX wB97M-V def2-TZVPD def2/J DEFGRID3
* xyz 1 1
C 0.70670 -1.24995 1.43525
C 1.49619 -0.28344 0.57588
C 0.94205 0.84849 0.09886
C -0.54927 1.15904 0.33714
C -1.50212 0.31624 -0.57032
N -0.73166 -0.46620 -1.59261
H 1.24551 -1.60301 2.31477
H 0.19998 -2.01085 0.80984
H -0.19084 -0.85314 1.93190
H 2.54028 -0.48130 0.35914
H 1.51204 1.74009 -0.14256
H -0.82267 1.10250 1.40211
H -0.80034 2.19914 0.08732
H -2.15929 0.97525 -1.14703
H -2.11760 -0.34254 0.03159
H 0.20175 -0.57797 -1.13281
H -0.47564 -0.14070 -2.53440
H -1.29181 -1.26798 -1.89475
*
```

=====

Arrangement y

C5H12N | the ωB97M-V functional and the def2-TZVPD basis

For the frontier orbital gap, the calculation gives 9.610 eV. The HOMO energy is -13.3668 eV. As for the LUMO energy: -3.76 eV. Its structure (SMILES) is CC(C)=CC[NH3+].

```
! RIJCOSX wB97M-V def2-TZVPD def2/J DEFGRID3
* xyz 1 1
C 1.15646 -1.89182 -1.00860
C 0.30363 -0.81639 -0.49993
C -1.07846 -1.34217 -0.12761
C 0.68211 0.50286 -0.51357
C -0.36003 1.77120 0.04951
N -0.16953 1.92098 1.48868
H 0.83404 -2.74935 -0.42318
H 0.73792 -2.13532 -2.08860
H 2.25838 -1.65171 -0.87289
H -1.19336 -1.44320 0.90914
H -1.23660 -2.26557 -0.54763
H -1.90269 -0.55294 -0.33335
H 1.64564 0.83037 -0.72740
H -0.05517 2.61127 -0.58574
H -1.45234 1.40321 -0.24034
H 0.19568 0.97557 1.77733
H -0.95113 2.21893 2.14843
H 0.58546 2.61408 1.59575
*
```

=====

Result of the stability comparison: arrangement w is the least stable of them.